# C3H9N2O

A cluster of 2 separate species, C3H9N2O in total (wB97M-V/def2-TZVPD, the OMol25 dataset).

XYZ file:
```
15
C3H9N2O wB97M-V/def2-TZVPD
C -0.2614 -2.0570 0.2898
N -0.4564 -0.7684 0.8255
C 0.5995 -0.0912 1.5974
O 0.8485 -2.5225 0.0095
H -1.2079 -2.6167 0.1174
H -1.3905 -0.7485 1.1614
H 0.7747 -0.5691 2.5896
H 0.3150 0.9647 1.7872
H 1.5723 -0.0314 1.0599
C -0.4225 1.9337 -1.8685
N 0.1361 0.9302 -1.2633
H -1.3527 2.3549 -1.5272
H 0.0915 2.3086 -2.7698
H 1.0496 0.4696 -1.5476
H -0.2959 0.4430 -0.4613
```

Computed properties:
Kohn-Sham gap in eV: 8.53
DFT total energy in Ha: -304.17058
HOMO level in eV: -14.06
Total charge: +1
Energy relative to the best compared isomer or geometry (same formula, charge and spin) in eV: 2.171
2S+1: 1

Here are the natural (NBO) charges for atoms 1 to 4, given in e: number 1, C, carries 0.517; number 2, N, carries -0.695; number 3, C, carries -0.454; number 4, O, carries -0.542